Entry 1:
{
  "formula": "C5H8N2",
  "method": "the ωB97M-V functional and the def2-TZVPD basis",
  "elements": ["C", "C", "C", "C", "C", "H", "H", "H", "H", "H", "H", "H", "H", "N", "N"],
  "xyz": [[0.33980, -0.29572, -1.96411], [0.27208, 0.11454, -0.58985], [0.65991, -1.13260, 0.34514], [-0.27888, -0.85550, 1.50994], [0.40650, 1.45026, -0.21801], [-0.56146, -0.92659, -2.34810], [0.32077, 0.70159, -2.56301], [1.31496, -0.91505, -2.29988], [0.43646, -2.07405, -0.36108], [1.84224, -0.97051, 0.55365], [-0.12112, -1.57196, 2.34217], [0.56049, 2.25612, -0.93752], [1.05426, 1.59696, 0.71820], [-1.04855, 0.14848, 1.48273], [-0.84333, 0.73974, 0.00254]],
  "mulliken_charge": [-1.5884, 1.3800, -0.5156, 0.0395, -0.7777, 0.2817, 0.3382, 0.2880, 0.3559, 0.2407, 0.3735, 0.3183, 0.2357, -0.5206, -0.4491],
  "e_tot_ev": -8290.7930,
  "smiles": "C[C@]12CC=NN1C2",
  "e_above_lowest_ev": 4.203
}

Entry 2:
{
  "formula": "C22H17N7O4RhS",
  "method": "the ωB97M-V functional and the def2-TZVPD basis",
  "elements": ["Rh", "O", "C", "N", "C", "O", "C", "C", "C", "C", "C", "N", "C", "C", "C", "C", "C", "N", "H", "H", "H", "H", "H", "H", "H", "H", "N", "C", "C", "C", "C", "C", "C", "S", "O", "O", "N", "C", "N", "C", "C", "C", "N", "H", "H", "H", "H", "H", "H", "H", "H", "H"],
  "xyz": [[0.32498, -0.69253, -1.14354], [1.66501, 3.07801, -1.52605], [1.49175, 1.90226, -1.49092], [0.26341, 1.20548, -1.47482], [-0.99710, 1.83472, -1.45288], [-1.24345, 2.99521, -1.47337], [-2.09593, 0.79570, -1.37874], [-3.42022, 1.15011, -1.42068], [-4.38286, 0.15124, -1.35356], [-3.97551, -1.16471, -1.24746], [-2.62330, -1.44383, -1.21112], [-1.70832, -0.47668, -1.28016], [2.66256, 0.94226, -1.44881], [3.95281, 1.41076, -1.47359], [4.99647, 0.49663, -1.42109], [4.70111, -0.85180, -1.34822], [3.37692, -1.24528, -1.32378], [2.37490, -0.36460, -1.38264], [-3.66039, 2.20147, -1.51353], [-5.43716, 0.39514, -1.38532], [-4.69190, -1.97256, -1.18805], [-2.25565, -2.45682, -1.12268], [4.10291, 2.48101, -1.52898], [6.02644, 0.83129, -1.43118], [5.48115, -1.59982, -1.30153], [3.11156, -2.29010, -1.25081], [-3.05179, 4.04251, 2.45577], [-2.15898, 3.01283, 2.35332], [-0.98848, 3.16097, 1.59519], [-0.07919, 2.12958, 1.50929], [-0.33781, 0.92700, 2.15865], [-1.49775, 0.75880, 2.91388], [-2.39792, 1.79445, 3.01099], [0.76468, -0.39886, 2.00989], [1.98697, 0.05189, 1.39776], [0.79620, -1.15905, 3.21494], [-0.07265, -1.34287, 0.83547], [0.47124, -2.58811, 0.51641], [0.93102, -3.51823, 1.34111], [1.45230, -4.61116, 0.80084], [1.51497, -4.82179, -0.57577], [1.00749, -3.82420, -1.36175], [0.47780, -2.72282, -0.81935], [-2.85759, 4.92853, 2.03252], [-3.84714, 3.97430, 3.05887], [-0.80014, 4.09062, 1.07070], [0.85189, 2.26140, 0.96946], [-1.67179, -0.18018, 3.42757], [-3.29720, 1.68184, 3.60645], [1.83682, -5.34703, 1.50075], [1.93184, -5.72012, -1.00609], [0.99504, -3.89286, -2.44334]],
  "mulliken_charge": [0.2371, -0.5591, -0.0962, -0.0101, -0.0980, -0.5632, 0.8003, -0.5433, -0.3762, -0.8347, -0.2596, 0.1089, 0.7430, -0.5632, -0.3902, -0.8453, 0.0283, 0.1027, 0.5199, 0.4579, 0.4418, 0.4216, 0.5244, 0.4573, 0.4420, 0.3153, -0.5124, 1.1666, -0.8586, -0.3956, -0.1345, -0.7579, -0.8479, 1.4840, -0.6383, -0.6939, -0.0965, 0.7371, -0.5692, -0.2784, -0.4631, -0.4658, 0.2408, 0.1961, 0.1850, 0.3144, 0.7232, 0.4888, 0.3550, 0.4413, 0.4521, 0.4663],
  "e_tot_ev": -55549.2372,
  "e_above_lowest_ev": 0.167,
  "total_charge": 1
}

Entry 3:
{
  "formula": "C7H5AsF7O3Sn",
  "method": "the ωB97M-V functional and the def2-TZVPD basis",
  "elements": ["Sn", "C", "O", "O", "O", "As", "F", "F", "F", "F", "F", "F", "F", "C", "C", "C", "C", "C", "C", "H", "H", "H", "H", "H"],
  "xyz": [[-1.63620, 0.20919, 0.99484], [-2.98133, 0.25669, -1.92619], [-2.26412, -0.76971, -1.50750], [-3.12114, 1.24311, -1.13326], [-3.33809, 0.17831, -3.11992], [-1.12511, 1.03243, 5.53305], [-2.69357, 0.23984, 5.63346], [-1.27574, 0.76793, 3.78140], [0.41257, 1.77672, 5.24453], [-1.00767, 1.28008, 7.26093], [-0.26308, -0.49810, 5.68638], [-1.84664, 2.61553, 5.36912], [0.77070, -0.75602, -0.16124], [1.26121, -0.71175, -1.42975], [1.81412, 0.45727, -1.88599], [2.36599, 0.48876, -3.16998], [2.30280, -0.63423, -3.95920], [1.79254, -1.83502, -3.46104], [1.22614, -1.85682, -2.20199], [1.89648, 1.26819, -1.17311], [2.65171, 1.43620, -3.60628], [2.49113, -0.62741, -5.02582], [1.77826, -2.80164, -3.94575], [0.78906, -2.75958, -1.79669]],
  "mulliken_charge": [1.1596, 0.8603, -0.6664, -0.7113, -0.6716, 2.0111, -0.4914, -0.5610, -0.4753, -0.5107, -0.4893, -0.4795, -0.2970, 0.6005, -0.3851, -0.4211, -0.4159, -0.4223, -0.3630, 0.3778, 0.3409, 0.3344, 0.3340, 0.3423],
  "e_tot_ev": -99178.7117,
  "total_charge": -1
}

The following HOMO energy values (in eV) correspond, in order, to the records above: -9.37 -10.74 -5.26.
The following largest force on an atom values (in eV/A) correspond, in order, to the records above: 5.64 1.97 4.19.